ORCA calculation (ωB97M-V/def2-TZVPD) on a 2-piece molecular cluster, H4N2O overall at a distorted geometry.

**Structure (SMILES)**: [H]/N=N\[H].O
**E_HOMO**: -0.35165 Ha
**Energy**: -187.0613 Ha
**Orbital gap**: 0.3696 hartree
**Energy relative to the best compared isomer or geometry (same formula, charge and spin)**: 0.4898 eV

Geometry (Å):
H 0.15988 0.47605 0.24842
N 0.90024 0.23510 0.94572
N 0.56116 -0.01265 2.15773
H -0.49329 -0.19806 2.30261
O -0.87763 -0.20110 -2.45659
H -1.46362 -0.71496 -1.77895
H -1.41173 0.48860 -2.84355

Just the Mulliken charges please, in e? Sure, here they are:
1. H 0.21
2. N -0.19
3. N -0.20
4. H 0.20
5. O -0.66
6. H 0.33
7. H 0.33

---

ORCA calculation (ωB97M-V/def2-TZVPD) on C18H24N2Pd as an isolated structure at a distorted geometry.

**E_HOMO**: -0.27180 Ha
**Energy**: -937.5806 Ha
**Orbital gap**: 0.2549 hartree
**Energy relative to the best compared isomer or geometry (same formula, charge and spin)**: 0.7233 eV

Geometry (Å):
Pd -0.47900 -0.56937 -0.08667
C 0.23630 2.42890 -0.99889
N -0.94662 1.68198 -0.58050
C -1.65168 2.37142 0.49896
C -1.83057 1.46745 -1.74196
C -1.14787 0.53604 -2.71572
C -1.13803 0.76803 -4.08225
C -0.52383 -0.14550 -4.93279
C 0.07680 -1.27730 -4.40402
C 0.09009 -1.48120 -3.02639
C -0.51320 -0.57991 -2.15249
H -0.05262 3.37793 -1.47262
H 0.81229 1.84146 -1.71064
H 0.85485 2.64691 -0.13054
H -2.06336 3.33322 0.15906
H -0.96548 2.55652 1.32393
H -2.46445 1.74690 0.86627
H -2.11105 2.42078 -2.21768
H -2.74685 1.01335 -1.35198
H -1.61148 1.65385 -4.49162
H -0.51286 0.02950 -6.00046
H 0.55047 -1.99428 -5.06394
H 0.58350 -2.36829 -2.63634
C 2.17108 0.42709 1.43405
N 1.72066 -0.76486 0.72090
C 2.67843 -1.15498 -0.31272
C 1.49939 -1.86123 1.68291
C 0.32602 -1.51135 2.56750
C 0.34674 -1.70559 3.93986
C -0.77893 -1.39765 4.69705
C -1.90906 -0.89489 4.07159
C -1.90500 -0.67187 2.69685
C -0.78976 -0.96708 1.91649
H 3.07573 0.20933 2.01955
H 1.39022 0.77206 2.10832
H 2.40013 1.21424 0.71840
H 3.63758 -1.46702 0.12633
H 2.85671 -0.31445 -0.98166
H 2.27242 -1.97691 -0.90028
H 2.40636 -2.07093 2.27223
H 1.28107 -2.75350 1.08789
H 1.23259 -2.10159 4.42457
H -0.76948 -1.54714 5.76857
H -2.78978 -0.66003 4.65726
H -2.79847 -0.26003 2.23360

Mulliken atomic charge list, values in e, 8 entries:
1. Pd -0.51
2. C -1.16
3. N 0.48
4. C -1.11
5. C -0.59
6. C 0.91
7. C -0.89
8. C -0.52

---

ORCA calculation (ωB97M-V/def2-TZVPD) on C3H5NO4 as an isolated structure at a distorted geometry.

**E_HOMO**: -0.32351 Ha
**Energy**: -472.8689 Ha
**Orbital gap**: 0.3116 hartree
**Energy relative to the best compared isomer or geometry (same formula, charge and spin)**: 5.4576 eV

Geometry (Å):
C 0.65285 -1.19892 -0.18463
N -1.01814 1.14757 0.06480
C 0.10324 0.66509 0.76246
C -0.13487 -0.59491 1.46169
O -0.66432 1.69397 -1.20273
O -0.25157 -1.31262 -1.21952
O 1.08417 1.36944 1.02047
O -0.09606 -1.26156 2.41640
H -0.22688 2.53024 -0.97886
H -0.10623 -0.59107 -1.84283
H -1.79704 0.51381 -0.06949
H 1.62141 -0.77016 -0.45369
H 0.83345 -2.19088 0.22595

Mulliken atomic charge list, values in e, 8 entries:
1. C -0.51
2. N -0.27
3. C 0.50
4. C 0.51
5. O -0.41
6. O -0.52
7. O -0.62
8. O -0.39

---

ORCA calculation (ωB97M-V/def2-TZVPD) on one molecule with the formula C3H4NOP at a distorted geometry.

**Structure (SMILES)**: C[C@@]1(P=O)C=N1
**E_HOMO**: -0.34571 Ha
**Energy**: -587.9625 Ha
**Orbital gap**: 0.3192 hartree
**Energy relative to the best compared isomer or geometry (same formula, charge and spin)**: 1.7386 eV

Geometry (Å):
C -0.77057 -0.77214 0.39662
C 0.21568 0.30192 0.06948
P 2.03549 0.10753 0.19759
O 2.29274 -1.35969 0.16392
C -0.23231 1.48401 -0.83484
N -0.11973 1.74594 0.35260
H -1.81234 -0.56272 0.22954
H -0.72116 -1.02463 1.37924
H -0.59855 -1.63238 -0.11529
H -0.28923 1.71216 -1.83887

Mulliken atomic charge list, values in e, 8 entries:
1. C -1.45
2. C 0.86
3. P 0.21
4. O -0.47
5. C -0.19
6. N -0.47
7. H 0.42
8. H 0.38

---

ORCA calculation (ωB97M-V/def2-TZVPD) on a 2-piece molecular cluster, C23H44BF3N4O8P overall at a distorted geometry.

**Net charge**: -1
**E_HOMO**: -0.03279 Ha
**Energy**: -2388.7905 Ha
**Orbital gap**: 0.0611 hartree

Geometry (Å):
C 2.52984 -1.84612 2.47837
C 1.53998 -0.62147 2.05031
C 2.09266 0.46246 0.96652
C 3.75028 0.31786 1.14270
C 1.55533 0.38328 -0.57213
C 2.55472 1.43251 -1.41211
C 2.73824 2.92068 -0.76616
C 2.60166 4.13141 -1.91255
F 2.78416 3.93230 -3.36802
C 2.32480 5.51551 -1.43625
F 2.82793 5.94167 -0.08621
F 1.61669 6.53834 -2.23982
C 2.10231 -1.09760 -1.12845
C 1.31129 -1.69244 -2.40779
B 1.54898 -0.98068 -3.85986
O 0.83209 0.16997 -4.44119
O 2.67634 -1.50557 -4.71268
N -0.16081 -1.86785 -1.99889
N -0.71861 -2.17297 -3.27873
C -0.39448 -3.18703 -1.31415
C -0.31274 -3.32250 0.28372
O 0.78645 -3.94655 0.79695
N -1.35352 -2.94556 1.32951
C -0.99283 -3.41433 2.71630
C -2.68651 -3.61748 0.95701
C -0.87030 -0.65323 -1.53777
N -2.21271 -0.95343 -0.83136
C -0.05009 0.61342 -0.84972
C -0.33591 2.02096 -1.72067
C -1.86103 2.46066 -2.03265
C -2.43282 3.72147 -1.08875
C -4.04186 3.48329 -0.86552
O -4.62369 2.84905 0.15338
O -4.94008 4.09850 -1.89842
P -1.08582 1.05064 0.74955
O -0.55084 2.31486 1.52479
H 3.30046 -1.41372 3.28079
H 1.99008 -2.74337 3.03580
H 3.10181 -2.36040 1.56506
H 0.59386 -1.12232 1.60157
H 1.22806 -0.05504 3.04883
H 1.89492 1.52939 1.46936
H 4.03855 0.42575 2.29843
H 4.19280 -0.63746 0.63799
H 4.34889 1.22620 0.66103
H 3.67627 1.01947 -1.48852
H 2.27181 1.56864 -2.53496
H 1.92798 3.20448 0.05877
H 3.78798 3.11828 -0.25571
H 3.25431 -1.08402 -1.40769
H 2.03491 -1.94448 -0.28962
H 1.76898 -2.78910 -2.55629
H 0.58277 0.01960 -5.40115
H 3.02775 -0.73900 -5.27722
H -1.75723 -2.12819 -3.24590
H -0.49179 -3.15290 -3.54819
H 0.26450 -4.08708 -1.74582
H -1.50065 -3.53126 -1.61618
H -0.73973 -4.55179 2.81826
H -0.18351 -2.68344 3.14012
H -1.96431 -3.24168 3.38885
H -2.59301 -4.37546 0.06993
H -3.19318 -4.17517 1.85160
H -3.46416 -2.78458 0.60106
H -1.27020 -0.14026 -2.54794
H -2.91356 -0.18587 -1.01576
H -2.70790 -1.75967 -1.32267
H 0.03415 2.87525 -0.97014
H 0.20959 2.03751 -2.75304
H -2.66596 1.62507 -2.11263
H -1.86707 2.96069 -3.12203
H -1.81174 3.88300 -0.11365
H -2.34236 4.74451 -1.69883
H -5.87101 3.76053 -1.74714
H -2.47937 1.38952 0.41450
H -1.29472 -0.12470 1.60801
O -2.92472 -0.23406 7.13030
C -2.28075 0.11597 6.00623
C -1.45561 -1.14316 5.45267
O -0.74944 -0.76818 4.37828
H -1.55347 0.94314 6.08406
H -2.90145 0.45163 5.15720
H -2.20744 -1.93787 5.30610
H -0.89524 -1.53842 6.31705

Mulliken atomic charge list, values in e, 8 entries:
1. C -0.90
2. C 0.68
3. C -0.04
4. C -1.17
5. C 1.29
6. C -0.91
7. C -0.68
8. C 0.27

---

ORCA calculation (ωB97M-V/def2-TZVPD) on one molecule with the formula C5H11NO.

**Structure (SMILES)**: CN[C@H](C)CC=O
**E_HOMO**: -0.33737 Ha
**Energy**: -327.0739 Ha
**Orbital gap**: 0.3728 hartree
**Energy relative to the best compared isomer or geometry (same formula, charge and spin)**: 1.5620 eV

Geometry (Å):
C -2.06545 0.54072 1.82340
N -1.60561 0.01965 0.53966
C -0.19076 0.31733 0.26269
C 0.07009 1.79583 -0.03168
C 0.24431 -0.55263 -0.91153
C 1.73088 -0.76732 -1.01638
O 2.26756 -1.83917 -1.01746
H -1.28942 0.39208 2.58253
H -2.84901 -0.07349 2.21753
H -2.32956 1.59940 1.80806
H -2.12083 0.48538 -0.19796
H 0.34860 0.07010 1.18018
H 0.21041 2.44290 0.82727
H 0.90458 1.92399 -0.72149
H -0.78883 2.21871 -0.56937
H -0.24337 -1.52918 -0.88167
H -0.12914 -0.10764 -1.84515
H 2.30342 0.18400 -1.08524

Mulliken atomic charge list, values in e, 8 entries:
1. C -0.87
2. N -0.46
3. C 0.33
4. C -1.30
5. C -0.85
6. C 0.07
7. O -0.46
8. H 0.32

---

ORCA calculation (ωB97M-V/def2-TZVPD) on an isolated ion of composition C4H9FN and charge +1 at a distorted geometry.

**Net charge**: +1
**Structure (SMILES)**: C=C[C@H](F)C[NH3+]
**E_HOMO**: -0.52703 Ha
**Energy**: -312.1110 Ha
**Orbital gap**: 0.3874 hartree
**Energy relative to the best compared isomer or geometry (same formula, charge and spin)**: 1.7855 eV

Geometry (Å):
C -2.32446 -0.50256 -0.42821
C -1.26962 -0.39061 0.40160
C -0.29924 0.75127 0.46038
F -0.37369 1.57191 -0.58194
C 1.26312 0.43389 0.55719
N 1.51348 -0.36353 -0.63971
H -2.95235 -1.33100 -0.56879
H -2.33620 0.18770 -1.32331
H -0.93178 -1.10944 1.17953
H -0.40617 1.25062 1.43055
H 1.92730 1.35934 0.61013
H 1.56492 0.00733 1.46338
H 2.30975 -0.99385 -0.34574
H 1.67275 0.10112 -1.45808
H 0.64219 -0.97220 -0.75698

Mulliken atomic charge list, values in e, 8 entries:
1. C -0.62
2. C -0.47
3. C 0.23
4. F -0.30
5. C -0.81
6. N -0.21
7. H 0.36
8. H 0.23

---

ORCA calculation (ωB97M-V/def2-TZVPD) on C22H42Cl3CrN2O4SSi as an isolated structure at a distorted geometry.

**E_HOMO (alpha / beta)**: -0.25081 / -0.25085 Ha
**Energy**: -4386.7502 Ha
**Orbital gap (alpha / beta)**: 0.2436 / 0.2477 hartree
**Energy relative to the best compared isomer or geometry (same formula, charge and spin)**: 0.8385 eV
**Spin multiplicity**: 4

Geometry (Å):
C 1.88668 -1.16834 -3.57701
C 1.18914 0.07613 -3.14159
H 1.79081 -1.31689 -4.65476
H 1.47844 -2.04308 -3.06699
H 2.96002 -1.09843 -3.34312
C 0.58959 0.92910 -3.98901
C 0.46634 0.72080 -5.46305
H 0.24347 1.90963 -3.64369
H 0.33567 -0.33295 -5.73026
H 1.33583 1.10930 -6.01275
H -0.40245 1.27449 -5.83289
Cr 0.22100 -0.76417 1.00807
Cl 2.43784 -0.70570 1.26551
Cl -1.12248 -3.17089 1.85366
C 0.88934 2.14708 1.78502
O 0.06564 1.25058 1.46384
N 0.48858 3.38898 2.07731
C -0.93008 3.73229 2.10793
C 1.42037 4.50453 2.20685
H 1.97102 1.94949 1.83594
H -1.53727 2.82529 2.10759
H -1.18852 4.34902 1.23477
H -1.12091 4.32071 3.01384
H 2.44438 4.13696 2.08122
H 1.30885 4.97242 3.19559
H 1.21721 5.27068 1.44333
H -1.48665 -1.29355 -2.29013
H -2.46956 1.34756 -3.00017
C -2.44468 -1.25094 -1.75546
C -3.24299 1.03469 -2.27942
N -2.70090 0.11001 -1.28906
H -2.39801 -1.91078 -0.88497
C -2.46776 0.42250 0.00138
O -1.94962 -0.38831 0.81206
H -3.64860 1.92567 -1.78641
H -2.80004 1.44384 0.30277
H -3.24682 -1.55580 -2.43310
H -4.03744 0.53143 -2.84729
O 0.19637 -0.20072 -0.98010
C 1.22972 0.39930 -1.64207
C -0.17077 2.46206 -1.29181
C 1.10145 1.89982 -1.36062
H -1.03629 1.79366 -1.27246
C -0.30471 3.84718 -1.33152
H 2.18230 0.04952 -1.21711
C 2.24490 2.68045 -1.29957
H -1.31107 4.27519 -1.33380
C 0.83180 4.64586 -1.38085
C 2.10939 4.07145 -1.34232
H 3.20598 2.15985 -1.25150
H 0.73125 5.73028 -1.44402
H 3.00064 4.68863 -1.34372
Si 0.17546 -4.37102 0.56456
Cl 0.52247 -2.66537 -0.69945
C -1.45537 -5.37228 0.27939
C 1.65953 -4.27071 1.74697
C 1.06512 -5.87029 -0.34593
H -2.29997 -4.76751 -0.05798
H -1.75156 -5.81626 1.23663
H -1.34979 -6.18520 -0.44071
H 0.53386 -6.09955 -1.27298
H 1.04431 -6.76359 0.28062
H 2.10990 -5.65360 -0.59548
H 1.71519 -3.32577 2.30591
H 2.61968 -4.37988 1.23338
H 1.56995 -5.08966 2.46869
C -1.47469 0.37246 4.67688
S 0.18529 -0.23492 4.36282
C 0.20824 -1.59939 5.52264
O 0.05932 -0.96735 3.02669
H -1.44769 0.87432 5.64973
H -2.15368 -0.48744 4.68832
H -1.75543 1.07083 3.88149
H -0.61772 -2.27045 5.27181
H 1.16626 -2.11637 5.39760
H 0.11486 -1.19690 6.53436

Mulliken atomic charge list, values in e, 8 entries:
1. C -1.53
2. C 0.09
3. H 0.44
4. H 0.15
5. H 0.29
6. C 0.52
7. C -1.72
8. H 0.45